[1]
50
Properties=species:S:1:pos:R:3:lowdin_charge:R:1 method="wB97M-V/def2-TZVPD" lumo_ev=0.66 smiles="CNC(=O)[C@@H](Cc1c[nH]cn1)NC(=O)[C@@H](CCCCN)NC(C)=O" homo_energy_ev=-8.802 gap_ev=9.459
C -0.351 2.307 -4.261 0.01
N -0.251 1.379 -3.061 0.05
C 0.495 0.328 -3.109 -0.50
O 1.092 0.015 -4.150 0.02
C 0.404 -0.715 -2.001 -0.11
C 1.842 -1.392 -1.600 -0.02
C 1.803 -2.560 -0.638 -0.33
C 1.738 -3.837 -0.962 -0.05
N 1.794 -4.516 0.234 0.04
C 1.855 -3.710 1.235 -0.15
N 1.922 -2.411 0.700 0.11
N -0.242 -0.124 -0.797 0.10
C -1.474 -0.349 -0.420 -0.47
O -2.077 -1.278 -0.933 0.06
C -2.119 0.401 0.754 -0.19
C -1.157 1.043 1.786 -0.15
C -0.146 -0.045 2.318 -0.18
C 0.957 0.667 3.100 -0.27
C 2.198 -0.112 3.027 -0.30
N 2.033 -1.311 3.915 0.01
N -3.007 1.472 0.314 0.12
C -2.570 2.558 -0.334 -0.60
C -3.540 3.442 -0.965 -0.01
O -1.406 2.797 -0.561 0.04
H -1.140 3.037 -4.005 0.08
H 0.584 2.832 -4.216 0.08
H -0.501 1.660 -5.161 0.10
H -0.804 1.373 -2.252 0.08
H -0.247 -1.491 -2.350 0.14
H 2.554 -0.645 -1.274 0.12
H 2.209 -1.698 -2.483 0.06
H 1.865 -4.164 -1.929 0.11
H 1.730 -5.503 0.345 0.15
H 1.684 -4.031 2.304 0.14
H 0.283 0.646 -0.342 0.17
H -2.569 -0.306 1.425 0.15
H -0.637 1.961 1.426 0.11
H -1.699 1.407 2.627 0.10
H 0.392 -0.534 1.494 0.08
H -0.617 -0.605 3.136 0.12
H 1.221 1.664 2.681 0.11
H 0.568 0.959 4.117 0.13
H 2.476 -0.447 2.006 0.09
H 2.973 0.547 3.457 0.11
H 2.296 -2.164 3.444 0.02
H 2.810 -1.244 4.578 0.06
H -3.951 1.555 0.710 0.16
H -3.817 3.106 -1.967 0.09
H -3.090 4.501 -1.121 0.12
H -4.364 3.535 -0.239 0.08

***

[2]
46
Properties=species:S:1:pos:R:3:lowdin_charge:R:1 method="wB97M-V/def2-TZVPD" s2=6.0395 charge=+3 lumo_ev="-11.43 / -13.90" spin_multiplicity=5 homo_energy_ev="-20.330 / -20.119" gap_ev="8.899 / 6.221"
Ru -0.122 -0.166 0.054 1.60
C -1.543 2.013 -1.929 -0.02
O -1.820 0.916 -1.032 -0.36
C -2.919 0.069 -1.416 -0.13
C -2.433 -0.991 -2.378 -0.13
O -1.244 -1.547 -1.800 -0.20
C -0.337 -2.107 -2.753 -0.13
C 1.007 -2.141 -2.068 -0.12
O 1.271 -0.852 -1.467 -0.38
C 1.924 0.144 -2.290 0.00
H -2.385 2.705 -1.937 0.12
H -1.359 1.666 -2.946 0.11
H -0.659 2.530 -1.555 0.10
H -3.720 0.659 -1.863 0.16
H -3.289 -0.406 -0.506 0.13
H -2.211 -0.575 -3.363 0.14
H -3.197 -1.762 -2.496 0.16
H -0.313 -1.493 -3.657 0.14
H -0.640 -3.119 -3.029 0.16
H 1.800 -2.399 -2.769 0.16
H 0.984 -2.864 -1.251 0.14
H 2.853 -0.262 -2.689 0.12
H 2.158 0.992 -1.647 0.10
H 1.290 0.463 -3.117 0.11
C -1.553 -0.238 2.308 -0.05
N -0.842 0.954 1.790 -0.35
C -1.750 2.101 1.585 -0.02
C 0.279 1.350 2.683 -0.10
C 1.479 0.512 2.449 -0.14
C 2.575 0.551 3.315 0.04
C 3.638 -0.291 3.088 0.08
C 3.629 -1.205 1.990 0.09
C 2.548 -1.235 1.106 -0.04
C 1.503 -0.361 1.306 -0.12
H -2.053 -0.014 3.258 0.14
H -0.857 -1.057 2.505 0.11
H -2.339 -0.555 1.617 0.10
H -2.056 2.519 2.548 0.13
H -2.647 1.799 1.055 0.10
H -1.239 2.886 1.029 0.11
H -0.035 1.280 3.731 0.17
H 0.533 2.399 2.503 0.17
H 2.562 1.214 4.171 0.15
H 4.487 -0.276 3.762 0.15
H 4.465 -1.873 1.820 0.15
H 2.577 -1.933 0.283 0.11

***

Number 1: total energy -31058.99247 eV. Number 2: total energy -26157.84612 eV.